1.
Density functional theory data (the ωB97M-V functional and the def2-TZVPD basis) for a molecular structure, C41H57Cl3GeN3PScTe at a distorted geometry.

Geometry as XYZ:
```
108
C41H57Cl3GeN3PScTe the ωB97M-V functional and the def2-TZVPD basis
Sc 0.485 0.232 0.376
C -2.962 2.496 0.947
C -3.484 1.472 0.167
C -4.864 1.267 -0.398
P -2.485 -0.097 0.130
C -3.361 -1.203 1.108
C -3.573 -0.432 2.606
C -3.604 -2.503 1.138
C -2.422 -0.536 -1.754
C -3.211 -1.491 -2.320
C -2.971 -1.862 -3.682
C -4.241 -2.907 -4.041
C -1.945 -1.343 -4.463
C -1.042 -0.608 -3.616
C -1.186 -0.172 -2.370
N -0.020 0.454 -1.635
C 0.866 1.047 -2.497
C 2.131 0.637 -2.765
C 2.578 -0.561 -1.965
C 3.031 1.133 -3.666
C 2.757 2.402 -4.196
C 3.559 3.202 -5.398
C 1.389 2.728 -4.116
C 0.486 2.129 -3.162
C -0.808 2.820 -2.982
H -1.890 2.481 1.073
H -3.222 3.711 0.627
H 1.057 6.962 -1.584
H -4.489 -1.584 8.048
H -4.095 0.571 2.400
H -5.602 1.981 0.165
H -4.656 1.447 -1.585
H -7.598 -6.407 -2.839
H -6.115 -7.852 1.037
H -2.464 -0.102 2.903
H -3.397 -1.290 3.265
H -8.675 -6.077 -2.776
H -3.903 -3.376 1.869
H -3.899 -2.649 -0.032
H -4.105 -2.080 -1.775
H -4.383 -3.460 -3.227
H -4.059 -3.496 -4.884
H -4.716 -2.124 -4.702
H -6.833 -7.800 0.632
H -0.110 -0.334 -4.229
H 1.980 -0.861 -1.039
H 3.663 -0.341 -1.902
H 2.460 -1.390 -2.601
H 4.095 0.696 -3.912
H 3.943 2.726 -6.232
H 4.172 3.974 -4.658
H 2.799 3.963 -5.935
H 0.946 3.462 -4.791
H -1.022 3.138 -3.980
H -0.597 3.882 -2.449
H -1.827 2.190 -2.838
C -0.292 -0.057 5.080
N 0.008 1.301 4.883
C -0.375 2.505 5.733
C 0.942 1.644 3.820
C 1.957 0.768 3.473
C 2.853 0.394 4.462
C 4.107 -0.158 4.150
C 4.441 -0.481 2.883
C 3.671 0.089 1.759
C 2.490 0.661 2.117
H -1.212 -0.387 4.474
H -0.470 -0.495 6.182
H 0.511 -0.529 4.370
H -1.131 2.103 6.314
H -0.778 3.532 5.515
H 0.642 2.884 6.183
H 1.433 2.764 4.226
H 0.482 1.921 2.884
H 2.724 0.464 5.536
H 4.830 -0.193 4.881
H 5.413 -0.876 2.627
H 4.083 -0.178 0.892
Te 0.906 -2.084 1.890
C -0.193 -3.624 1.064
C 0.042 -5.033 1.307
C -0.407 -6.044 0.539
C -1.240 -5.767 -0.510
C -1.369 -4.440 -0.849
C -0.846 -3.335 -0.284
H 0.465 -5.140 2.284
H -0.142 -7.234 0.660
H -1.751 -6.384 -1.125
H -1.768 -4.194 -1.800
H -0.846 -2.316 -0.600
Cl 8.392 -2.165 -0.835
Ge 6.377 -1.842 -1.854
Cl 5.812 0.435 -1.244
Cl 7.193 -1.082 -3.900
C 3.085 2.949 -0.458
C 2.058 2.886 0.677
C 0.759 3.368 0.267
C 2.708 3.573 1.847
N 1.918 1.532 1.095
H 3.031 3.902 -0.873
H 2.653 2.425 -1.340
H 4.055 2.514 -0.339
H 0.993 4.088 -0.404
H -0.064 3.625 0.901
H 0.431 2.613 -0.445
H 1.940 3.479 2.622
H 3.208 4.463 1.498
H 3.711 2.889 2.272
```

Properties
HOMO level (spin up / spin down) = -0.0562 / -0.0564 Eh
Expectation value of S² = 1.7615
Energy above the lowest of the compared OMol25 structures with the same formula, charge and spin = 0.0 kcal per mole
Strongest force on any atom = 0.1684 Eh/bohr
LUMO energy (spin up / spin down) = 2.609 / 3.503 eV
Electronic energy = -6587.44039 hartree
2S+1 = 2
Total charge = -2

=====

2.
Density functional theory data (the ωB97M-V functional and the def2-TZVPD basis) for 2 unconnected molecules or ions with the total composition H2 at a distorted geometry.

Geometry as XYZ:
```
2
H2 the ωB97M-V functional and the def2-TZVPD basis
H 0.000 0.000 0.934
H 0.000 0.000 -0.934
```

Properties
HOMO level = -0.3914 Eh
Energy above the lowest of the compared OMol25 structures with the same formula, charge and spin = 105.9 kcal per mole
Strongest force on any atom = 0.0658 Eh/bohr
LUMO energy = -1.849 eV
Electronic energy = -0.99215 hartree
Total charge = 0